# 1
51
Properties=species:S:1:pos:R:3:lowdin_charge:R:1 method="wB97M-V/def2-TZVPD" lumo_energy_ev="-8.66 / -8.66" e_above_lowest_kcal_mol=2.11 molar_mass_g_mol=447.44 charge=+2 gap_ev="6.45 / 6.45" multiplicity=1 e_homo_ev="-15.11 / -15.11"
H -2.205 0.534 1.893 0.05
Si -0.529 1.927 0.687 0.49
H -2.991 -2.527 -2.677 0.10
H 4.570 -1.796 0.475 0.13
H -1.779 -2.542 3.752 0.13
H 2.922 -2.074 4.425 0.14
C 3.709 -1.825 1.129 -0.06
H -1.800 2.200 -4.151 0.06
H -3.155 -3.211 -1.018 0.11
C 1.275 -1.905 1.437 -0.22
H -2.677 1.872 -2.660 0.05
H -1.102 3.977 -0.601 0.04
H 4.871 -1.853 2.941 0.13
H 2.185 1.224 -2.708 0.04
H 0.907 0.419 -0.586 0.02
C 1.367 1.921 -2.910 -0.14
C -0.930 -2.344 3.112 -0.03
H 1.633 3.098 0.284 0.04
O -1.723 -1.756 -1.248 -0.32
C -3.033 -2.311 -1.614 0.03
C 0.328 -2.245 3.646 0.04
H 0.356 -1.225 -3.399 0.01
H -3.763 -1.544 -1.373 0.11
H -1.596 1.871 2.854 0.06
H 0.471 -2.365 4.714 0.14
C -0.199 0.610 -0.750 -0.35
H -2.138 -2.159 1.343 0.12
V -0.206 -1.238 -0.897 0.74
H 1.454 2.235 -3.953 0.06
H 1.517 2.810 -2.294 0.05
C -1.613 3.293 0.076 -0.16
H 1.860 1.678 1.321 0.04
H -1.892 3.868 0.964 0.06
C -1.130 -2.152 1.735 -0.05
H -1.578 3.255 -2.756 0.04
C 3.870 -1.871 2.532 -0.02
C -1.724 2.221 -3.058 -0.15
Br 2.163 -2.025 -1.266 1.03
Si -0.292 1.144 -2.640 0.47
H -0.607 0.426 2.660 0.03
C -1.301 1.091 2.145 -0.15
H -0.153 -0.206 -4.686 0.07
C 1.187 2.507 1.086 -0.15
C 2.783 -1.988 3.355 0.03
C 2.436 -1.857 0.649 -0.49
H -1.378 -0.900 -3.643 0.04
H 1.143 3.146 1.972 0.06
H -2.538 2.959 -0.392 0.04
C 1.469 -2.025 2.831 -0.14
C -0.054 -1.897 0.905 -0.20
C -0.387 -0.446 -3.644 -0.17

# 2
55
Properties=species:S:1:pos:R:3:lowdin_charge:R:1 method="wB97M-V/def2-TZVPD" lumo_energy_ev="-2.65 / -2.65" s2=15.76 e_above_lowest_kcal_mol=0.00 molar_mass_g_mol=552.34 charge=+1 gap_ev="7.47 / 7.49" multiplicity=8 e_homo_ev="-10.12 / -10.14"
Eu -0.492 -0.671 -0.060 1.41
H -3.566 2.526 0.900 0.10
O -1.470 -3.398 -1.320 -0.08
H -1.591 -4.331 -1.621 0.12
H -3.422 0.678 3.144 0.05
H -1.691 -1.190 -3.895 0.05
C 3.107 -2.746 3.085 -0.26
C -2.571 1.357 3.298 -0.28
H 4.377 -3.880 4.414 0.12
H -1.217 3.032 -4.434 0.12
H -1.915 0.940 4.076 0.05
H 3.421 0.557 2.399 0.11
H -0.723 -2.668 -3.647 0.02
H -3.692 3.878 -1.046 0.12
H 1.096 1.548 -3.262 0.10
C 1.721 -1.296 1.581 -0.57
C 2.049 -1.078 -3.541 -0.27
O 2.318 -3.795 2.815 0.06
C 4.724 -0.544 3.732 -0.08
C -2.532 3.594 -2.836 -0.03
H 1.980 -1.160 -4.640 0.06
C -2.918 3.293 -1.538 -0.02
C -0.970 1.776 -2.700 -0.31
H -2.588 -2.478 -0.672 0.02
H -0.796 -3.449 -0.595 0.07
H 5.348 0.313 3.967 0.10
C 2.862 -1.478 2.501 -0.09
H -0.095 0.964 -4.455 0.10
H -3.725 -1.343 -0.336 0.07
P -1.544 1.458 1.786 0.81
O 1.517 -0.126 1.120 -0.20
H -2.994 4.407 -3.382 0.12
C 4.188 -2.897 3.983 0.00
H -0.562 3.598 1.125 0.04
H 2.768 -0.294 -3.265 0.05
H 2.391 -2.034 -3.115 0.05
P 0.428 -0.725 -2.788 0.79
H 0.111 2.930 2.635 0.05
C -0.814 3.105 2.070 -0.26
C -0.677 -1.611 -3.941 -0.28
N -1.361 1.461 -1.440 0.03
H -0.284 -1.523 -4.966 0.05
C 3.662 -0.398 2.845 -0.03
C -2.850 1.780 0.512 -0.33
C -2.328 2.220 -0.858 -0.32
H 1.622 -3.450 2.172 0.07
O -2.791 -1.585 -0.216 -0.21
H 5.798 -1.912 5.010 0.11
C 4.975 -1.796 4.307 -0.07
H -1.488 3.744 2.654 0.05
C 0.141 1.002 -3.380 -0.30
O 0.931 -2.279 1.254 -0.18
C -1.543 2.824 -3.420 -0.02
H -2.936 2.353 3.611 0.05
H -3.388 0.798 0.369 0.08

# 3
64
Properties=species:S:1:pos:R:3:lowdin_charge:R:1 method="wB97M-V/def2-TZVPD" lumo_energy_ev=1.81 e_above_lowest_kcal_mol=3.52 molar_mass_g_mol=592.63 charge=-1 gap_ev=8.45 multiplicity=1 e_homo_ev=-6.64
C 1.304 1.985 1.773 -0.18
C -6.126 -2.169 -3.613 -0.70
H 1.224 5.940 0.819 -0.13
H 5.274 0.747 -0.900 0.10
O -0.937 2.503 1.258 -0.08
C 6.427 0.091 1.976 -0.25
N 1.896 1.477 2.648 0.21
F -5.542 -1.215 -4.334 0.13
O -5.055 -1.310 -1.393 -0.30
H 3.641 -1.286 0.499 0.10
F -6.611 -6.150 1.278 0.13
H 1.035 2.298 -2.097 0.10
C -2.662 0.719 1.078 -0.41
C 2.769 1.333 -1.237 -0.19
H -3.652 -1.046 1.794 0.07
C 4.766 -0.207 -0.976 -0.20
H -3.368 1.237 -0.629 0.09
O -3.300 1.645 0.231 0.00
H 6.518 2.197 1.540 0.07
C -0.255 4.136 -0.834 -0.25
S 0.815 4.872 1.514 0.84
F -6.948 -6.370 -0.841 0.12
C -6.841 -5.482 0.151 -0.70
H 4.362 -0.277 2.451 0.09
H 4.626 1.056 1.380 0.08
C -3.620 0.007 2.030 -0.02
C 0.328 1.206 -0.365 -0.09
O -3.854 -2.999 -2.674 -0.29
H 3.005 1.489 -0.189 0.09
F -6.270 -3.244 -4.391 0.13
O -5.497 -3.411 0.979 -0.30
F -7.345 -1.742 -3.274 0.13
S -5.104 -2.542 -2.134 0.56
H 2.758 -0.822 -1.497 0.11
H 6.911 -0.803 1.603 0.09
H 5.377 -0.838 -1.614 0.10
N -6.026 -3.665 -1.506 -0.30
S -5.475 -4.291 -0.156 0.56
H -4.619 0.413 2.001 0.09
C 4.644 -0.886 0.405 -0.19
H 8.096 1.475 1.848 0.06
H -0.788 0.587 2.097 0.13
C 3.419 0.015 -1.679 -0.20
H 7.244 1.181 0.328 0.06
O -4.312 -5.121 -0.290 -0.29
C 1.266 1.398 -1.546 -0.18
F -8.017 -4.861 0.272 0.12
C 7.128 1.315 1.397 -0.11
H 5.364 -1.693 0.442 0.10
H -0.677 1.145 -0.755 0.12
C 4.931 0.040 1.587 -0.22
C -1.518 1.360 1.880 -0.13
C 0.323 2.309 0.709 -0.54
H 6.523 0.096 3.053 0.09
H 3.272 2.126 -1.779 0.11
H -2.217 -0.065 0.473 0.13
H 0.541 0.248 0.097 0.13
H -1.906 1.695 2.832 0.13
N -1.047 4.439 -1.641 0.19
H 1.052 0.589 -2.233 0.12
H 1.714 3.631 -0.318 0.10
C 0.727 3.670 0.111 -0.54
H -3.299 0.060 3.066 0.07
H 3.651 0.106 -2.732 0.11

# 4
50
Properties=species:S:1:pos:R:3:lowdin_charge:R:1 method="wB97M-V/def2-TZVPD" lumo_energy_ev=0.93 e_above_lowest_kcal_mol=98.66 molar_mass_g_mol=304.43 smiles="C=CCN(CC=C)C(=O)CCCCC(=O)N(CC=C)CC=C" gap_ev=9.97 multiplicity=1 e_homo_ev=-9.04
C 2.182 -1.127 -1.655 -0.14
C -0.041 2.282 0.990 -0.16
C -0.447 1.070 -2.987 0.02
H 1.024 4.631 1.936 0.06
C -0.132 1.053 3.087 -0.16
O -1.718 0.473 -0.092 0.03
C -2.760 -1.862 1.021 -0.18
C -1.364 -2.360 -1.086 -0.11
H 2.788 -1.578 -2.448 0.13
C 0.071 -1.945 -0.818 -0.43
H 1.009 -1.826 -3.892 0.12
H -2.804 -3.642 -0.153 0.11
C 1.966 -0.156 2.434 0.03
H -1.350 -3.135 -1.858 0.12
C 1.290 0.594 3.282 -0.15
H -2.358 -0.615 2.723 0.12
H -1.312 -3.437 0.773 0.11
H -0.797 0.396 3.652 0.12
H -3.385 -1.234 0.381 0.11
C 0.319 -1.292 -3.226 -0.15
H 1.525 -0.528 1.525 0.03
H -0.470 2.097 -3.310 0.06
N -0.547 1.119 1.704 -0.05
H -0.944 -1.522 2.147 0.12
C 3.357 0.982 -2.267 0.01
C -0.053 4.607 1.889 0.01
H -3.416 -2.388 1.718 0.11
C -2.053 -2.914 0.164 -0.18
H 2.981 -0.454 2.632 0.06
N 0.786 -1.473 -1.867 -0.05
H -1.917 -1.498 -1.458 0.11
H 4.028 0.461 -2.932 0.06
C -1.363 0.256 1.056 -0.43
H 1.738 0.933 4.207 0.09
C -1.825 -0.961 1.833 -0.10
H -1.010 0.831 -2.100 0.04
H -1.783 3.531 1.411 0.11
H -0.236 2.062 3.508 0.12
H -0.563 5.502 2.203 0.05
H 1.748 0.886 -0.935 0.09
H -0.667 -1.742 -3.338 0.11
H 3.507 2.045 -2.179 0.05
C 0.250 0.158 -3.638 -0.15
C -0.702 3.544 1.453 -0.16
O 0.588 -2.070 0.281 0.03
H 2.467 -1.571 -0.694 0.12
C 2.413 0.351 -1.597 -0.17
H 1.043 2.341 1.130 0.12
H 0.813 0.422 -4.523 0.10
H -0.267 2.127 -0.069 0.11

# 5
50
Properties=species:S:1:pos:R:3:lowdin_charge:R:1 method="wB97M-V/def2-TZVPD" lumo_energy_ev=0.82 e_above_lowest_kcal_mol=433.33 molar_mass_g_mol=304.43 gap_ev=8.92 multiplicity=1 e_homo_ev=-8.10
C -0.999 1.122 3.250 -0.09
H -2.422 2.069 4.131 0.02
C 1.564 0.328 3.118 -0.07
H 0.626 -2.732 -0.486 0.16
C 0.933 0.407 4.250 -0.15
C -0.405 -3.203 -4.625 0.00
C 1.011 3.354 -1.740 -0.06
H 1.730 -1.186 -0.061 0.16
H 1.518 0.002 5.089 0.14
H 1.458 -1.815 -4.221 0.07
H -1.280 -2.637 -0.843 0.19
H -1.054 1.175 1.325 0.05
C -1.423 -1.477 -1.390 -0.12
H 0.664 -0.369 -3.559 0.20
H 1.978 1.121 -1.114 0.17
C -0.799 0.616 5.877 0.03
C -2.653 1.421 3.405 0.03
H -1.876 -0.838 -3.347 0.17
C 1.741 -1.916 -2.186 -0.15
H 0.124 2.849 -2.469 0.15
O 1.776 0.709 0.718 -0.12
H 0.469 -3.591 -4.869 0.02
C -0.373 1.109 2.027 0.01
C -0.315 0.619 4.495 -0.22
H 1.743 3.253 0.225 0.11
C 0.888 -1.663 -3.361 -0.24
H 1.731 3.114 -2.288 -0.05
H -1.205 1.351 6.002 -0.05
H -2.182 -2.512 -3.025 0.11
H -0.711 -2.481 -5.435 0.10
H -2.197 -1.004 -0.989 0.08
C 1.019 0.778 1.983 -0.19
H -0.170 0.386 6.476 -0.01
H 2.555 -0.735 -2.314 0.21
H 2.718 0.272 3.105 0.16
H -2.868 1.407 2.381 0.04
C -0.088 0.573 -0.945 -0.52
C 0.930 2.841 -0.261 -0.19
H 2.185 -2.762 -2.316 0.04
H -3.059 0.453 3.814 0.08
C -1.351 -1.856 -2.826 -0.38
C 0.961 -1.624 -0.918 -0.18
H -1.742 -0.143 5.692 0.17
N -0.254 -0.782 -0.972 -0.04
H -0.075 3.020 0.263 0.16
H -1.460 -3.885 -4.298 0.17
O -0.975 1.176 -1.242 0.15
N -0.371 -2.395 -3.372 -0.25
C 1.057 1.475 -0.489 -0.23
H 0.927 4.606 -1.665 0.14

# 6
51
Properties=species:S:1:pos:R:3:lowdin_charge:R:1 method="wB97M-V/def2-TZVPD" lumo_energy_ev=0.82 e_above_lowest_kcal_mol=36.77 molar_mass_g_mol=320.43 smiles="CCCOc1ccc(C(=O)NCC(C)(C)N2CCOCC2)cc1" gap_ev=8.90 multiplicity=1 e_homo_ev=-8.08
H -6.361 1.516 0.966 0.13
C -5.715 0.700 0.629 -0.21
H 3.322 1.506 -2.181 0.12
H -4.039 -1.325 0.730 0.11
O -4.526 1.340 0.213 -0.04
H 3.216 -0.837 -1.911 0.12
C 3.670 -0.988 0.218 -0.51
H 4.898 2.124 0.348 0.12
H -6.599 0.630 -1.321 0.12
H 3.348 -2.852 1.254 0.09
H -8.389 0.057 0.330 0.07
C -1.101 0.702 -0.738 -0.02
H 2.777 3.196 0.951 0.12
H 1.391 0.339 -0.838 0.09
H 5.210 0.882 -0.861 0.11
C -2.313 1.318 -0.513 0.00
H 3.189 1.355 2.374 0.12
H 3.788 3.071 -1.474 0.12
H 5.768 -1.256 0.661 0.09
H -8.177 -1.237 -0.851 0.07
C 5.068 -1.527 -0.125 -0.04
H 3.637 -1.479 2.327 0.09
C -6.400 -0.066 -0.505 -0.23
H 5.436 -1.143 -1.073 0.07
H -5.525 0.039 1.484 0.12
H -2.455 2.361 -0.747 0.12
H 5.034 -2.610 -0.205 0.08
C -3.232 -0.739 0.319 -0.01
C 0.332 -1.415 -0.640 -0.45
C 4.424 1.360 -0.283 -0.15
O 0.358 -2.635 -0.600 0.05
H 1.153 2.476 1.036 0.13
N 1.437 -0.671 -0.857 0.09
H 2.616 -2.320 -1.130 0.13
C 2.748 -1.242 -1.007 -0.11
H -0.303 1.288 -1.169 0.11
H 1.951 0.353 1.600 0.10
H -5.725 -0.836 -0.884 0.10
O 2.132 2.125 -0.684 -0.18
C 3.145 -1.797 1.412 -0.02
H -7.513 -1.408 0.774 0.07
C -2.014 -1.348 0.090 -0.01
C -0.931 -0.648 -0.433 -0.13
C -3.395 0.611 0.020 -0.26
C 2.182 2.303 0.715 -0.17
C 3.433 2.055 -1.244 -0.17
H 2.070 -1.695 1.530 0.07
C 2.761 1.052 1.405 -0.14
C -7.701 -0.703 -0.033 -0.11
N 3.799 0.414 0.607 -0.11
H -1.880 -2.396 0.313 0.12

# 7
52
Properties=species:S:1:pos:R:3:lowdin_charge:R:1 method="wB97M-V/def2-TZVPD" lumo_energy_ev=0.43 e_above_lowest_kcal_mol=13.82 molar_mass_g_mol=352.50 smiles="CCCC[C@@H](CC)C(=O)Nc1ccc(S(=O)(=O)N2CCCC2)cc1" gap_ev=9.40 multiplicity=1 e_homo_ev=-8.97
H -1.442 4.843 -0.968 0.12
C 0.926 -4.889 -0.073 -0.15
C 0.376 2.767 -1.383 -0.26
C 0.314 -5.217 2.266 -0.19
C 1.312 -4.473 1.357 -0.15
H -1.644 -1.390 -2.171 0.11
H 1.698 3.140 -3.040 0.11
O -3.094 -5.233 0.560 -0.28
H 1.393 1.430 -2.742 0.10
C 2.892 2.288 -1.469 -0.09
H -0.122 8.010 0.497 0.07
N -0.788 -5.616 1.418 -0.23
C -1.490 -1.587 -1.120 -0.01
C -1.674 -3.043 0.764 -0.27
N -0.547 0.597 -0.907 0.14
H 2.782 1.610 -0.626 0.07
O -2.484 -4.453 2.826 -0.28
H 0.143 -6.917 0.109 0.13
C 0.136 1.657 -0.366 -0.44
H 1.000 4.823 -1.365 0.12
C -0.132 7.114 -0.119 -0.11
H -1.020 -5.800 -0.632 0.11
H -1.566 6.157 1.153 0.10
O 0.532 1.691 0.775 0.09
C 1.590 2.389 -2.254 -0.21
H 1.222 -3.395 1.482 0.09
H 1.757 -5.351 -0.602 0.11
H -0.799 0.672 -1.883 0.14
H 3.191 3.260 -1.089 0.07
H -1.221 3.875 0.494 0.11
H -2.331 -3.565 -1.189 0.12
S -2.140 -4.636 1.447 0.67
H -0.800 7.287 -0.961 0.07
H 1.248 3.966 0.168 0.12
H 0.873 6.958 -0.502 0.06
H 0.106 5.727 1.507 0.11
H 0.768 -6.122 2.680 0.12
C -0.911 -0.607 -0.309 -0.20
C -0.602 5.917 0.698 -0.26
C -0.764 4.644 -0.133 -0.21
H -0.500 2.838 -2.038 0.14
H -1.025 -2.274 2.637 0.12
H 2.335 -4.757 1.597 0.11
C 0.563 4.108 -0.668 -0.18
H 3.686 1.914 -2.112 0.07
C -0.231 -5.888 0.113 -0.19
H 0.596 -4.025 -0.648 0.09
C -1.868 -2.802 -0.583 -0.06
C -1.125 -2.073 1.582 -0.05
C -0.738 -0.856 1.053 0.02
H -0.075 -4.617 3.085 0.11
H -0.306 -0.096 1.682 0.10

# 8
52
Properties=species:S:1:pos:R:3:lowdin_charge:R:1 method="wB97M-V/def2-TZVPD" lumo_energy_ev=0.68 e_above_lowest_kcal_mol=416.88 molar_mass_g_mol=336.43 gap_ev=9.18 multiplicity=1 e_homo_ev=-8.50
O -1.976 0.597 1.582 0.27
C 3.623 1.942 -1.946 -0.04
O -2.043 -1.543 1.555 0.02
C 0.301 -2.332 4.231 -0.34
C -1.934 -0.259 0.935 -0.54
H 1.945 -3.524 3.631 0.12
C -0.729 1.167 -3.528 -0.25
H 4.526 2.322 -1.905 -0.01
H -2.116 -0.898 3.307 0.14
C 4.305 0.195 -0.184 0.03
C 1.508 0.821 -0.442 -0.27
H -0.070 -3.074 2.075 0.25
H 5.164 0.524 -0.162 -0.01
H -2.053 -2.613 3.146 0.10
N 0.683 -0.759 2.526 0.13
C -0.796 -1.158 -2.795 0.02
H -0.297 -1.472 -1.744 0.08
H 0.899 1.659 -0.830 0.14
H 3.785 -0.050 0.893 0.14
H -1.684 4.084 -1.732 0.15
C -1.724 0.647 -1.333 -0.24
H -0.614 0.396 -5.474 0.15
H 0.432 0.102 3.035 0.16
H 3.235 2.097 0.168 0.11
C -1.546 2.936 -1.852 -0.15
C -1.828 1.922 -0.987 -0.06
H 2.261 -1.851 3.823 0.05
O 1.353 0.540 0.786 -0.02
N -1.975 -0.534 -0.456 0.24
C 0.860 -0.845 1.013 -0.37
C -0.080 -1.992 2.936 -0.30
O 0.780 -1.710 0.221 0.15
H 2.000 -2.943 5.342 0.07
H -2.506 2.087 -0.126 0.14
C -1.105 0.511 -2.398 -0.21
H -0.648 3.499 -3.828 0.16
H -0.148 -3.270 4.568 0.13
H 1.052 0.581 -4.530 0.14
H 4.079 -0.501 -0.668 -0.06
H -2.033 -1.379 -0.647 0.02
C 1.737 -2.610 4.358 -0.11
H 0.006 1.812 -5.247 0.04
C -0.027 0.995 -4.637 -0.13
H 1.504 0.030 -0.951 0.05
H -1.798 -1.713 -2.837 0.09
C 3.063 1.216 -0.493 -0.22
H 0.030 -1.503 4.878 0.13
C -1.712 -1.739 2.706 -0.31
H -0.075 -1.074 -3.698 0.07
C -1.218 2.658 -3.101 0.00
H 2.666 2.631 -2.359 0.12
H 3.339 1.132 -2.572 0.02

# 9
52
Properties=species:S:1:pos:R:3:lowdin_charge:R:1 method="wB97M-V/def2-TZVPD" lumo_energy_ev=-3.14 e_above_lowest_kcal_mol=411.12 molar_mass_g_mol=334.44 charge=+1 gap_ev=7.59 multiplicity=1 e_homo_ev=-10.73
C -1.729 -0.511 1.164 -0.08
H 2.225 -2.089 -1.882 0.07
C -0.298 4.667 -0.632 -0.07
H 3.570 -4.832 -5.736 0.09
C 3.003 -3.932 -5.244 -0.04
C 1.230 -1.673 -5.637 0.01
C -0.015 3.413 -1.702 -0.24
H 0.880 1.789 0.514 0.17
H 0.396 -0.500 1.102 0.19
C -0.254 1.437 0.426 -0.06
H 1.592 0.642 -1.511 0.13
H -3.040 1.309 0.429 0.15
C -0.687 1.171 -1.167 -0.39
H 0.560 4.778 0.170 0.10
H -2.394 -1.044 7.512 0.10
C 0.349 -0.110 -3.390 -0.21
H -3.592 -0.399 -0.144 0.16
C -0.056 -1.937 6.352 -0.04
C 1.264 -1.370 -3.997 -0.07
H 0.741 -1.302 6.751 0.10
H -1.318 4.384 -0.083 0.08
N -0.384 0.195 1.289 0.02
C -0.862 -0.179 4.871 -0.33
H 1.877 4.572 -2.357 0.09
N -1.129 -1.096 5.865 -0.20
C 2.096 -2.942 -6.218 -0.06
H -0.417 -2.609 7.135 0.10
H 0.581 -0.993 -6.359 0.11
C -2.450 -1.245 6.439 -0.05
H 0.344 -2.523 5.519 0.10
H 0.431 -0.815 -1.224 0.12
H -3.159 -0.551 5.980 0.09
H -2.314 -0.507 2.203 0.15
H -0.890 2.340 0.853 0.15
N -0.959 2.444 -1.935 0.09
C -2.622 0.273 0.031 -0.15
C 3.083 -3.616 -3.605 -0.06
H -2.793 -2.271 6.274 0.10
H -1.748 0.408 4.575 0.13
C 2.199 -2.341 -3.037 -0.04
O -0.474 0.491 -4.254 -0.03
H -0.287 0.443 2.317 0.14
H 2.062 -3.199 -7.374 0.09
H -0.527 5.689 -1.200 0.11
H 3.738 -4.306 -2.890 0.09
O -1.943 0.357 -1.271 -0.11
C 1.456 3.468 -2.486 -0.05
C 0.514 0.231 -1.793 -0.06
H -1.540 -1.607 0.800 0.16
H 1.258 3.357 -3.658 0.11
O 0.228 -0.001 4.343 -0.02
H 2.204 2.642 -2.127 0.08